19
Properties=species:S:1:pos:R:3:forces:R:3:nbo_charge:R:1 method="wB97M-V/def2-TZVPD" smiles="C#C[C@H](C)C=C.NO" orbital_gap_ha=0.377 total_charge=0 relative_energy_kcal_mol=121.0 homo_energy_ev=-9.32
C -0.2234 0.5709 1.3446 -0.13 -0.39 0.30 -0.360
C 0.1460 -0.8885 1.6160 -0.10 -0.01 0.01 -0.600
C 0.8913 1.2673 0.7174 0.43 0.68 -0.74 0.100
N 0.7878 -1.3558 -2.3659 -0.24 0.17 -0.46 -0.518
C -1.4610 0.7629 0.5015 0.06 0.22 -0.08 -0.147
C 1.7404 1.8487 0.0806 -0.42 -0.03 1.32 -0.344
C -2.1814 -0.1917 -0.0578 0.17 -0.04 -0.32 -0.399
O 1.2347 -0.4987 -1.3504 0.51 1.88 0.38 -0.619
H -0.4073 1.0744 2.3070 0.06 -0.06 -0.13 0.240
H 1.5196 -1.4777 -3.0659 -0.24 0.28 0.09 0.329
H -0.0679 -0.9869 -2.7888 0.45 0.00 0.06 0.329
H -1.7163 1.8034 0.3316 -0.10 0.03 0.01 0.201
H 0.3863 -1.3920 0.6836 0.04 -0.01 -0.04 0.243
H 1.0179 -0.9327 2.2656 0.01 -0.03 0.03 0.217
H -0.6826 -1.4057 2.0960 -0.04 -0.01 0.09 0.208
H 1.3604 0.5213 -1.5264 -0.57 -2.74 -0.33 0.474
H 2.5779 2.4699 -0.0882 0.27 0.14 -0.47 0.244
H -1.9159 -1.2334 0.0120 0.03 -0.19 0.17 0.201
H -3.0064 0.0442 -0.7126 -0.19 0.09 0.09 0.201